Entry from the OMol25 dataset: 19 unconnected molecules or ions with the total composition H39O19 (wB97M-V/def2-TZVPD).

```
58
Properties=species:S:1:pos:R:3:forces:R:3
O -1.4292 0.9578 -0.3681 1.60 2.36 -0.98
O -3.7746 -2.3130 -1.0166 -0.35 -1.07 -2.02
O 0.5680 -2.3791 -2.2102 -1.01 -0.46 3.20
O -3.2175 2.4626 1.7989 0.69 -4.10 0.14
O 2.4729 1.6636 3.5693 0.33 -1.12 -2.96
O -1.2937 -0.4106 1.7421 8.58 5.91 -3.79
O -0.4551 -3.5460 -0.1624 7.79 -5.70 -2.63
O -2.9939 2.7928 -2.1813 -0.37 -2.89 0.63
O -0.6291 -3.6015 2.5532 0.85 2.73 1.22
O 0.2405 2.2493 1.2823 -1.91 3.18 -1.81
O 1.7914 -0.0815 -2.2196 0.67 -0.48 -0.32
O 3.8305 -2.6230 1.2592 0.28 -1.12 0.50
O 2.6466 -0.2397 1.4470 -1.32 0.22 1.39
O -3.5456 -2.0026 1.7284 -1.48 1.35 0.27
O 2.6639 4.4466 0.1771 1.16 -0.66 -1.47
O 3.6798 -0.1419 -0.8251 2.68 3.59 -1.15
O -1.9757 -2.0387 -3.0603 -0.94 -0.32 -5.62
O 2.0101 1.9245 -0.7625 -0.86 0.26 -1.02
O 0.1743 3.8934 -1.8114 1.86 -1.62 0.84
H -0.5854 -0.8879 1.2481 -1.14 0.16 1.06
H 3.9619 -3.2259 0.5162 -0.14 0.64 0.04
H 3.1068 0.5973 1.5654 0.22 0.05 0.37
H -1.1126 -1.8922 -2.7506 2.29 0.16 1.03
H 3.4748 -1.7665 1.0292 0.06 -0.19 -0.30
H -3.9438 -2.7252 -1.9196 -0.32 0.54 1.67
H -3.4212 1.9086 -1.9081 0.77 1.74 -1.04
H -4.5449 -1.8223 1.7885 2.43 -1.09 -0.09
H -2.9000 -2.0183 -1.2707 0.39 0.47 0.28
H 3.4740 -0.7263 -1.4976 -0.34 -1.77 -2.01
H -2.7673 1.5230 1.9085 -2.16 1.97 -0.39
H -1.8137 1.5379 -1.0558 -0.46 -1.17 0.40
H -1.9155 -0.9009 2.0184 -7.33 -6.52 3.10
H 0.6347 1.4389 1.2174 1.85 -3.87 0.81
H -1.1008 -3.0833 0.0859 -9.08 6.19 2.31
H -3.5060 3.3640 -1.6244 -0.40 1.02 0.52
H 2.2378 -0.4235 2.3311 0.66 0.26 -0.88
H -1.7331 -2.1049 -4.1311 -1.41 0.21 4.24
H -0.9870 -4.3843 2.2560 -1.37 -3.05 -0.69
H -2.3748 2.8488 1.8865 1.51 2.14 0.25
H 2.5508 2.3104 2.8358 -0.21 -0.05 1.22
H 3.0884 4.0952 -0.6461 0.58 0.44 1.37
H 0.9423 -2.8788 -2.9102 0.39 -1.21 -0.75
H -0.0171 4.7568 -2.0804 -0.51 2.10 -0.73
H -1.7796 0.1197 -0.1188 -1.24 -0.55 -0.02
H -0.6319 3.4125 -1.8455 -1.38 -0.52 -0.19
H 3.3064 -0.4284 -0.0547 -1.35 -1.58 3.11
H -0.1208 -3.7578 0.7102 1.29 -0.35 0.17
H 0.2339 -3.0002 -1.3229 1.07 1.44 -2.48
H -0.5802 2.0111 0.7513 0.42 0.27 0.65
H 1.9243 2.3114 -1.6929 -0.19 -0.23 1.96
H -3.2821 -2.8873 1.9807 -0.83 -0.26 0.12
H 2.4062 0.8405 -1.0111 -0.52 1.34 0.70
H -0.8925 -3.5319 3.4849 0.28 0.05 -0.32
H 1.4134 -0.9797 -2.2270 -0.41 -0.64 0.25
H 1.1851 2.3149 -0.0815 1.81 -1.14 -1.15
H 2.3799 2.0962 4.3810 -0.17 1.34 1.67
H 1.8118 4.4697 -0.2308 -1.70 0.54 0.31
H 1.1144 0.4555 -2.5553 -1.64 1.05 -0.97
```
Forces are in eV/Å.

Total charge = +1
Highest occupied orbital energy = -0.5006 Ha
Energy above the lowest of the compared OMol25 structures with the same formula, charge and spin = 549.25 kJ/mol
Strongest force on any atom = 11.2 eV/A
E_LUMO = -2.9 eV